[1]
{
  "formula": "C34H57N3O2SiSn",
  "method": "ωB97M-V/def2-TZVPD",
  "symbols": ["O", "O", "C", "C", "H", "H", "H", "H", "H", "C", "C", "H", "H", "H", "H", "H", "C", "C", "C", "H", "H", "H", "H", "H", "C", "H", "H", "H", "H", "H", "H", "N", "C", "C", "C", "C", "H", "H", "H", "C", "H", "H", "H", "N", "C", "C", "C", "C", "H", "C", "H", "C", "H", "C", "C", "C", "C", "C", "C", "H", "C", "H", "C", "H", "C", "C", "Sn", "H", "H", "H", "H", "H", "H", "H", "H", "H", "H", "H", "H", "H", "C", "Si", "H", "H", "C", "C", "C", "H", "H", "H", "H", "H", "H", "H", "H", "H", "N", "C"],
  "xyz": [[1.34110, -1.85540, -3.41607], [0.93735, -0.74822, -5.41379], [2.62556, -2.58184, -3.27493], [2.94357, -2.83183, -1.81837], [3.36530, -1.93359, -3.75585], [2.57898, -3.53402, -3.82737], [2.86439, -1.95100, -1.17341], [3.98809, -3.15875, -1.76114], [2.35181, -3.64216, -1.38169], [0.19129, -2.62619, -2.89935], [-0.08362, -3.78525, -3.82813], [-0.61832, -1.89016, -2.81391], [0.44933, -2.97395, -1.89477], [-0.12640, -3.43551, -4.86752], [-1.02058, -4.29153, -3.55271], [0.73386, -4.51408, -3.75065], [-0.33069, -0.13923, -5.87646], [2.10028, -0.80348, -6.34507], [-1.52973, -0.97864, -5.52588], [-0.25394, -0.01788, -6.96755], [-0.33112, 0.82897, -5.40951], [-1.50114, -2.04110, -5.79834], [-2.40643, -0.60057, -6.06207], [-1.73260, -0.86577, -4.45862], [1.93922, -2.14566, -7.00455], [2.97340, -0.71738, -5.70166], [1.97982, 0.06718, -6.99298], [1.98511, -2.93204, -6.24264], [2.66603, -2.40328, -7.76800], [0.97230, -2.15604, -7.52220], [1.04947, -1.48217, -4.62943], [-0.57594, -0.24687, 1.39344], [-1.25540, 0.49020, 2.50574], [-2.50429, 1.12165, 2.02910], [-2.72226, 1.78410, 0.81668], [-1.37398, -0.33823, 3.77012], [-0.36668, -0.66974, 4.05938], [-2.03702, -1.20113, 3.63565], [-1.77462, 0.32453, 4.54400], [-4.09180, 2.40869, 0.64796], [-4.64183, 2.01584, -0.22032], [-4.05046, 3.50490, 0.55874], [-4.68247, 2.17317, 1.54048], [-1.81901, 1.88172, -0.15651], [-0.24569, -1.60644, 1.38106], [1.08451, -2.03249, 1.55231], [2.21214, -1.08104, 1.82289], [1.33848, -3.40461, 1.50351], [2.36492, -3.73922, 1.67546], [0.31611, -4.31677, 1.25231], [0.55149, -5.38404, 1.23358], [-0.99373, -3.88316, 1.04116], [-1.79304, -4.59712, 0.84266], [-1.28199, -2.51730, 1.09570], [-2.64818, -1.98230, 0.82173], [-2.03041, 2.52911, -1.36902], [-1.60589, 3.87656, -1.52494], [-1.20833, 4.66531, -0.32487], [-1.49127, 4.39944, -2.80406], [-1.07094, 5.40559, -2.92193], [-1.87908, 3.67225, -3.92844], [-1.77440, 4.09694, -4.92752], [-2.41707, 2.38655, -3.76941], [-2.74330, 1.82280, -4.64421], [-2.51438, 1.81015, -2.50759], [-2.98821, 0.39704, -2.34021], [0.88222, 1.95156, -0.15949], [2.29083, -0.27196, 1.06954], [3.15711, -1.64030, 1.79702], [2.14706, -0.62708, 2.82267], [-2.63194, -1.14776, 0.10676], [-3.15480, -1.61680, 1.72915], [-3.27799, -2.77648, 0.40290], [-0.94084, 5.68572, -0.61885], [-0.33176, 4.21810, 0.18727], [-2.02102, 4.73878, 0.41190], [-3.70354, 0.29013, -1.51857], [-2.13087, -0.25200, -2.13076], [-3.47909, 0.04284, -3.24922], [-3.34216, 1.10505, 2.72540], [1.08437, 1.33985, -2.09671], [2.35820, 2.23988, -3.17679], [0.09281, 1.28278, -2.60175], [1.52444, 0.33848, -2.14188], [3.86795, 1.16726, -3.45672], [2.78077, 3.77990, -2.22947], [1.60577, 2.69879, -4.79596], [2.09285, 3.63826, -5.09659], [0.52982, 2.89254, -4.73110], [1.77500, 1.95488, -5.59010], [4.50596, 1.16694, -2.57170], [4.42541, 1.60495, -4.28864], [3.63565, 0.12812, -3.70771], [3.18074, 3.55797, -1.22268], [1.88811, 4.40830, -2.12664], [3.53555, 4.28773, -2.83875], [-0.13279, 1.42668, 2.58809], [0.39850, 0.76155, 1.57404]],
  "mulliken_charge": [-0.306, 0.630, -0.417, -1.616, 0.498, 0.437, 0.127, 0.504, 0.459, 1.425, -1.252, -0.913, 0.056, 0.139, 0.449, 0.347, 0.163, -0.431, -1.084, 0.403, -0.214, 0.352, 0.474, -0.022, -0.955, 0.160, 0.520, 0.169, 0.456, 0.298, 0.085, 1.197, 2.325, -2.122, 1.331, -1.748, 0.317, 0.235, 0.481, -1.640, 0.240, 0.243, 0.452, 1.123, 0.030, 1.066, -1.482, -0.791, 0.393, -0.908, 0.395, -1.037, 0.417, 0.998, -1.515, -0.988, 1.470, -1.250, -0.384, 0.332, -1.356, 0.331, -0.317, 0.568, 0.478, -1.323, 0.343, 0.135, 0.428, 0.403, 0.172, 0.247, 0.429, 0.435, 0.118, 0.227, 0.429, -0.208, 0.530, 0.060, 1.699, 0.474, -0.933, -0.961, -0.813, -1.141, -0.471, 0.475, -0.120, 0.036, 0.393, 0.343, -0.104, 0.243, 0.255, 0.418, -1.008, -1.035],
  "e_homo_ev": -5.292,
  "e_tot_ha": -2148.0331,
  "e_above_lowest_ev": 3.2795
}


[2]
{
  "formula": "C24H64O26S8V",
  "method": "ωB97M-V/def2-TZVPD",
  "symbols": ["O", "V", "O", "O", "S", "O", "O", "C", "C", "C", "H", "H", "H", "H", "H", "H", "H", "H", "O", "S", "O", "O", "C", "C", "C", "H", "H", "H", "H", "H", "H", "H", "H", "O", "S", "O", "O", "C", "C", "C", "H", "H", "H", "H", "H", "H", "H", "H", "O", "S", "O", "O", "C", "C", "C", "H", "H", "H", "H", "H", "H", "H", "H", "O", "S", "O", "O", "C", "C", "C", "H", "H", "H", "H", "H", "H", "H", "H", "O", "S", "O", "O", "C", "C", "C", "H", "H", "H", "H", "H", "H", "H", "H", "O", "S", "O", "O", "C", "C", "C", "H", "H", "H", "H", "H", "H", "H", "H", "O", "S", "O", "O", "C", "C", "C", "H", "H", "H", "H", "H", "H", "H", "H"],
  "xyz": [[16.41401, -10.30981, 12.52470], [15.28236, -9.69532, 11.56583], [15.69033, -9.94461, 9.99315], [16.51091, -17.76892, 12.37866], [16.21106, -17.17977, 11.04277], [15.00768, -17.46780, 10.26063], [16.27140, -15.52605, 11.24281], [17.33765, -14.93961, 11.95843], [17.15593, -13.46281, 12.12589], [17.70106, -17.31422, 9.96534], [18.33164, -15.15661, 11.56729], [17.29632, -15.32637, 12.97667], [17.95840, -12.89077, 12.59163], [16.18688, -13.19057, 12.54415], [16.99238, -13.06872, 11.12288], [17.56353, -16.49546, 9.25907], [17.67798, -18.27422, 9.44961], [18.64202, -17.24423, 10.51105], [13.73726, -14.07234, 11.21693], [13.28280, -12.75066, 10.91025], [14.06543, -11.62961, 11.50449], [13.17009, -12.59971, 9.25269], [12.51147, -11.43400, 8.76495], [11.82793, -11.91462, 7.46461], [11.50603, -12.67142, 11.44911], [13.21994, -10.61533, 8.63868], [11.71435, -11.07410, 9.41548], [11.16382, -12.77258, 7.56937], [12.59614, -12.26098, 6.77324], [11.23835, -11.13184, 6.98736], [10.99257, -13.28193, 10.70631], [11.13288, -11.65440, 11.56961], [11.54694, -13.12791, 12.43807], [14.81853, -7.09671, 16.21245], [16.13509, -7.40258, 15.57747], [16.19428, -8.02882, 14.23776], [17.01479, -5.97007, 15.56949], [17.07590, -5.13498, 16.76165], [16.88998, -3.72127, 16.36396], [17.20033, -8.38025, 16.76154], [18.10342, -5.25832, 17.10384], [16.32838, -5.29163, 17.53933], [15.88505, -3.66789, 15.94520], [17.69113, -3.37199, 15.71261], [16.94171, -2.99273, 17.17307], [17.33897, -7.83302, 17.69396], [18.09280, -8.67078, 16.20729], [16.65183, -9.29500, 16.98624], [13.91239, -9.12568, 13.29033], [12.85247, -9.47391, 14.23625], [12.03635, -10.63758, 13.82792], [13.56362, -9.83109, 15.63051], [12.76481, -10.38559, 16.65018], [13.77354, -10.59255, 17.79485], [11.80573, -7.94430, 14.70916], [12.13581, -11.22005, 16.34011], [11.92801, -9.77241, 16.98468], [13.30086, -10.45242, 18.76698], [14.58674, -9.86931, 17.85568], [14.19788, -11.59644, 17.77957], [11.34574, -7.76459, 13.73745], [12.40456, -7.08723, 15.01728], [11.08371, -8.21735, 15.47873], [15.60309, -7.49316, 11.35247], [15.68179, -6.03723, 11.54438], [15.31997, -5.11366, 10.46792], [14.86072, -5.66451, 12.94937], [14.51749, -4.30710, 13.20968], [13.77528, -4.21105, 14.49894], [17.34670, -5.62970, 12.17378], [13.97917, -3.80203, 12.40768], [15.44879, -3.74973, 13.31014], [13.59181, -3.20416, 14.87395], [14.30175, -4.83499, 15.22117], [12.80701, -4.70353, 14.40933], [17.36914, -4.66652, 12.68354], [17.97203, -5.61619, 11.28109], [17.58551, -6.43017, 12.87400], [13.35144, -8.84985, 10.48294], [12.04077, -8.19825, 10.52182], [10.94259, -8.75252, 11.32421], [12.23887, -6.57456, 10.93209], [11.10629, -5.83623, 11.29158], [11.04732, -4.60999, 10.41427], [11.46612, -7.87428, 8.73364], [11.18774, -5.55670, 12.34197], [10.15465, -6.36151, 11.21061], [10.61879, -4.63712, 9.41242], [11.98082, -4.04967, 10.36200], [10.35693, -3.88893, 10.85193], [10.53096, -7.34134, 8.90553], [11.38497, -8.77661, 8.12758], [12.15471, -7.09655, 8.40338], [19.57677, -7.47326, 6.75112], [18.15130, -7.52265, 6.51881], [17.63182, -6.77805, 5.38349], [17.69061, -9.08163, 6.42434], [18.28008, -10.01143, 7.31120], [17.96515, -11.43977, 6.91281], [17.23378, -7.03121, 8.04163], [17.97271, -9.94104, 8.35459], [19.36942, -9.99188, 7.27871], [18.41858, -12.11026, 7.64285], [18.49627, -11.61634, 5.97749], [16.94406, -11.76900, 6.72025], [17.38612, -7.84966, 8.74523], [16.18859, -6.96066, 7.74047], [17.67214, -6.08739, 8.36587], [19.30607, -13.40823, 14.91682], [18.17412, -13.59797, 15.80537], [17.19548, -14.63289, 15.42831], [18.61811, -13.82398, 17.39376], [17.62698, -14.28371, 18.35914], [18.31776, -14.69975, 19.68305], [17.39878, -11.97135, 15.93062], [16.96632, -15.05043, 17.95444], [16.84654, -13.55684, 18.58428], [18.59975, -13.86682, 20.32711], [19.24356, -15.26086, 19.55594], [17.67270, -15.38222, 20.23644], [16.86003, -11.72650, 15.01526], [18.17089, -11.21719, 16.08298], [16.63541, -12.06606, 16.70288]],
  "mulliken_charge": [-0.363, 0.946, 0.178, -0.599, 1.095, -0.573, -0.106, -0.631, -0.750, -0.936, 0.230, 0.414, 0.490, -0.072, 0.392, 0.293, 0.407, 0.315, -0.524, 0.798, -0.121, -0.279, 0.410, -1.491, -1.032, 0.001, 0.195, 0.361, 0.348, 0.356, 0.472, 0.238, 0.424, -0.651, 1.157, -0.651, -0.185, -0.282, -1.140, -0.904, 0.391, 0.376, 0.118, 0.305, 0.436, 0.450, 0.384, 0.029, 0.129, 0.587, -0.640, 0.396, -0.427, -1.000, -0.704, 0.441, 0.294, 0.453, 0.113, 0.235, 0.135, 0.080, 0.587, -0.443, 0.605, -0.522, 0.208, -0.195, -1.152, -1.002, 0.310, 0.393, 0.463, 0.105, 0.108, 0.406, 0.500, 0.169, 0.327, 0.617, -0.661, 0.216, -0.275, -1.470, -1.065, 0.230, 0.535, 0.367, 0.290, 0.445, 0.402, 0.288, 0.387, -0.627, 1.218, -0.597, -0.277, 0.266, -1.478, -0.703, -0.031, 0.332, 0.419, 0.403, 0.323, 0.033, 0.324, 0.410, -0.622, 1.253, -0.631, -0.308, -0.009, -1.249, -0.413, 0.345, 0.141, 0.307, 0.347, 0.368, 0.074, 0.323, 0.071],
  "e_homo_ev": [-13.972, -13.966],
  "total_charge": 2,
  "multiplicity": 2,
  "e_tot_ha": -7037.7155
}


[3]
{
  "formula": "C3H8FN2",
  "method": "ωB97M-V/def2-TZVPD",
  "symbols": ["C", "C", "C", "N", "N", "F", "H", "H", "H", "H", "H", "H", "H", "H"],
  "xyz": [[1.40579, 0.16060, 0.27377], [0.43227, -0.11832, -0.83156], [-1.25278, -0.52540, 0.99237], [1.49370, -0.81515, 1.28217], [-0.99054, 0.27748, -0.15320], [1.97849, -0.32395, 2.45488], [2.50009, 0.22572, -0.22135], [1.36950, 1.23788, 0.54367], [0.57205, 0.51856, -1.64068], [0.45952, -1.12555, -1.35665], [-1.64052, -1.54395, 1.12448], [-1.22581, -0.15375, 2.02058], [-0.87454, 1.29261, 0.18940], [-1.52418, 0.01228, -1.00933]],
  "mulliken_charge": [-0.451, -0.469, -0.559, -0.183, -0.175, -0.106, 0.366, 0.372, 0.423, 0.348, 0.332, 0.304, 0.421, 0.377],
  "e_homo_ev": [-14.153, -14.130],
  "total_charge": 1,
  "e_tot_ha": -327.9806,
  "e_above_lowest_ev": 7.5298
}